(1)
{"formula": "C61H57HgN9P2Se2", "method": "ωB97M-V with the def2-TZVPD basis set", "elements": ["Hg", "C", "C", "C", "C", "C", "C", "N", "C", "C", "C", "C", "C", "C", "N", "N", "C", "C", "C", "C", "C", "N", "H", "H", "H", "H", "H", "H", "H", "H", "H", "H", "H", "H", "H", "Se", "P", "C", "C", "C", "C", "C", "C", "C", "C", "C", "C", "C", "C", "C", "C", "N", "N", "N", "P", "Se", "C", "C", "C", "C", "C", "C", "C", "C", "C", "C", "C", "C", "H", "H", "H", "H", "H", "H", "H", "H", "H", "H", "H", "H", "H", "H", "H", "H", "H", "H", "H", "H", "C", "C", "C", "C", "C", "C", "C", "N", "C", "C", "C", "C", "C", "C", "C", "N", "C", "C", "C", "C", "H", "H", "H", "H", "H", "H", "H", "H", "H", "H", "H", "H", "H", "H", "H", "H", "H", "H", "H", "H", "H", "H", "H", "H"], "positions_angstrom": [[1.76296, -2.18616, 0.05783], [-3.73448, -0.69626, 0.22326], [-3.59749, -1.71778, -0.70991], [-2.50787, -2.57060, -0.66538], [-1.49913, -2.40755, 0.29917], [-1.65912, -1.38130, 1.24077], [-2.75830, -0.54141, 1.20023], [-0.32634, -3.14572, 0.27926], [-0.30734, -4.48582, 0.08665], [-1.41975, -5.33297, 0.30475], [-1.33078, -6.70147, 0.16076], [-0.13061, -7.30904, -0.22478], [0.98346, -6.53033, -0.43732], [0.93437, -5.13197, -0.28171], [2.00770, -4.32285, -0.46569], [3.16180, -4.81625, -0.86512], [4.17464, -3.91675, -0.92125], [5.39597, -4.33483, -1.50551], [6.44358, -3.45755, -1.58652], [6.30189, -2.15720, -1.07847], [5.09489, -1.82015, -0.50772], [4.06223, -2.65681, -0.41630], [-4.59113, -0.03144, 0.19344], [-4.34028, -1.84668, -1.49078], [-2.39934, -3.35002, -1.40696], [-0.89291, -1.24557, 1.99601], [-2.84821, 0.24770, 1.93747], [-2.35250, -4.88304, 0.62038], [-2.20045, -7.31816, 0.35944], [-0.08134, -8.38487, -0.34352], [1.93247, -6.95633, -0.73372], [5.45547, -5.34289, -1.89168], [7.37714, -3.76829, -2.04030], [7.10848, -1.43873, -1.12412], [4.93870, -0.83133, -0.08515], [-0.33962, 4.44530, -4.15890], [-1.29827, 3.52459, -2.51823], [-1.94459, 4.86638, -1.45996], [-3.25352, 4.88934, -0.99619], [-3.74061, 6.01270, -0.33933], [-2.92748, 7.11472, -0.14167], [-1.61131, 7.08760, -0.58712], [-1.12558, 5.97377, -1.24566], [-2.79626, 2.60947, -2.99316], [-3.37313, 2.80682, -4.24122], [-4.56394, 2.16837, -4.55729], [-5.16910, 1.32934, -3.63083], [-4.57837, 1.11096, -2.39383], [-3.39305, 1.75008, -2.06960], [-0.29724, 2.38040, -1.45864], [-0.05859, 0.99311, -1.87446], [0.20765, 0.03776, -0.99464], [0.45983, 0.52715, 0.20640], [-0.06492, 3.05630, -0.36387], [0.22834, 0.05762, -3.42849], [2.07707, -0.99804, -3.29628], [-1.15060, -1.10739, -3.66356], [-2.40866, -0.65297, -4.05573], [-3.42879, -1.55961, -4.29471], [-3.20145, -2.91939, -4.13354], [-1.95539, -3.37060, -3.72518], [-0.92859, -2.46825, -3.49220], [0.40198, 1.04913, -4.94158], [1.53274, 1.86377, -4.99895], [1.86303, 2.51522, -6.17082], [1.06176, 2.36310, -7.29379], [-0.05452, 1.54488, -7.24508], [-0.38140, 0.87440, -6.07472], [-3.90389, 4.03879, -1.14817], [-4.76634, 6.02919, 0.00769], [-3.31681, 7.99827, 0.34860], [-0.96812, 7.94434, -0.42934], [-0.11158, 5.95774, -1.62206], [-2.88016, 3.45338, -4.95688], [-5.02098, 2.32971, -5.52541], [-6.10577, 0.84301, -3.87489], [-5.04103, 0.44158, -1.67954], [-2.92624, 1.57276, -1.10528], [-2.58097, 0.40655, -4.18309], [-4.39820, -1.19565, -4.61159], [-3.99723, -3.62791, -4.32802], [-1.77338, -4.42901, -3.58746], [0.04824, -2.81855, -3.17997], [2.15836, 1.96536, -4.12200], [2.74015, 3.14798, -6.20655], [1.31403, 2.87772, -8.21272], [-0.67403, 1.41626, -8.12384], [-1.23186, 0.20774, -6.05609], [-1.49470, 3.00692, 3.79232], [-0.40680, 3.61628, 2.89615], [0.56878, 4.42436, 3.77075], [-1.09687, 4.58126, 1.93655], [0.36856, 2.51649, 2.16253], [0.87038, 2.72577, 0.73730], [1.51681, 1.46410, 0.26281], [1.72587, 0.23421, 1.00168], [1.54061, 0.32303, 2.38818], [0.83797, 1.45562, 2.87397], [1.94763, -0.82729, 3.12467], [2.10885, -0.82298, 4.52885], [2.57486, -1.93092, 5.20273], [2.85355, -3.07779, 4.44513], [2.67091, -3.02557, 3.07916], [2.24108, -1.95579, 2.42123], [2.77929, -1.88321, 6.71366], [3.68159, -0.69390, 7.07324], [1.41600, -1.71751, 7.39952], [3.44168, -3.15488, 7.25125], [-2.09245, 3.80183, 4.24644], [-1.07193, 2.40397, 4.59651], [-2.15669, 2.37132, 3.20338], [0.03620, 5.20748, 4.31910], [1.32958, 4.89783, 3.14566], [1.07218, 3.77358, 4.48733], [-1.63830, 5.34435, 2.50181], [-1.80660, 4.05865, 1.29582], [-0.37939, 5.08683, 1.29411], [1.55843, 3.58437, 0.76726], [2.13713, 1.55997, -0.62740], [0.59798, 1.42484, 3.93256], [1.88498, 0.09522, 5.05724], [3.20863, -3.99246, 4.89276], [2.87919, -3.89958, 2.46719], [3.23327, 0.25597, 6.78249], [4.64535, -0.78188, 6.56856], [3.85547, -0.67336, 8.15181], [0.92530, -0.79644, 7.08299], [1.54157, -1.68823, 8.48481], [0.76148, -2.55427, 7.14945], [4.41111, -3.32047, 6.77924], [2.81237, -4.02977, 7.08434], [3.59905, -3.05274, 8.32675]], "orbital_gap_ev": [4.423, 5.190], "s2": 0.7808, "e_homo_ha": [-0.114, -0.142], "e_tot_ha": -8490.395035, "total_charge": -1, "de_lowest_kcal_mol": 131.0, "spin_multiplicity": 2, "e_lumo_ev": [1.3, 1.3]}

(2)
{"formula": "C61H90Br2FN9O6P", "method": "ωB97M-V with the def2-TZVPD basis set", "elements": ["C", "C", "N", "C", "C", "C", "C", "C", "C", "C", "C", "C", "C", "F", "C", "C", "C", "O", "C", "C", "C", "C", "C", "C", "C", "C", "C", "Br", "C", "C", "Br", "P", "O", "O", "O", "C", "O", "C", "C", "O", "H", "H", "H", "H", "H", "H", "H", "H", "H", "H", "H", "H", "H", "H", "H", "H", "H", "H", "H", "H", "H", "H", "H", "H", "H", "H", "H", "H", "H", "H", "H", "H", "H", "H", "C", "C", "C", "C", "N", "H", "H", "H", "H", "H", "H", "H", "C", "C", "C", "C", "N", "H", "H", "H", "H", "H", "H", "H", "C", "C", "C", "C", "N", "H", "H", "H", "H", "H", "H", "H", "C", "C", "C", "C", "N", "H", "H", "H", "H", "H", "H", "H", "C", "C", "C", "C", "N", "H", "H", "H", "H", "H", "H", "H", "C", "C", "C", "C", "N", "H", "H", "H", "H", "H", "H", "H", "C", "C", "C", "C", "N", "H", "H", "H", "H", "H", "H", "H", "C", "C", "C", "C", "N", "H", "H", "H", "H", "H", "H", "H"], "positions_angstrom": [[-0.16264, 0.97044, 2.58743], [0.84819, 0.16382, 2.83943], [1.90718, -0.10801, 1.89392], [2.85555, 0.66097, 1.49013], [2.93449, 2.05991, 2.04123], [4.32358, 2.74122, 2.11035], [5.44447, 1.87463, 2.67091], [5.21805, 0.98940, 3.70373], [6.30164, 0.26720, 4.18084], [7.54855, 0.43828, 3.64979], [7.77582, 1.31753, 2.60633], [6.70196, 2.03792, 2.12699], [3.68964, -0.14567, 0.44121], [4.68096, -0.68554, 1.27163], [4.46637, 0.87074, -0.43567], [4.76297, 0.58848, -1.92284], [6.32069, 0.40528, -2.09092], [4.40977, 1.76489, -2.62768], [4.36537, 1.58104, -4.02768], [4.30496, 2.96597, -4.67622], [4.85497, 3.22728, -5.91314], [4.77670, 4.51722, -6.38800], [4.17809, 5.52433, -5.67785], [3.62306, 5.26432, -4.43531], [3.69114, 3.97153, -3.95876], [2.62398, -1.16841, -0.12371], [3.30765, -2.39916, -0.77745], [5.22203, -2.53257, -0.90411], [2.66190, -3.47417, -1.26830], [3.38854, -4.65352, -1.90742], [0.76807, -3.68460, -1.22673], [1.53874, -0.26520, -1.37612], [0.11758, -0.56937, -1.22404], [1.94397, -0.54941, -2.88734], [1.62623, 1.35019, -1.20801], [1.90641, -1.47511, 1.22482], [0.54366, -1.77500, 1.24837], [2.54978, -2.42799, 2.26855], [2.72974, -3.89594, 1.84113], [3.78236, -4.45366, 2.08195], [-0.95637, 1.05857, 3.32078], [-0.18924, 1.52620, 1.65030], [0.90221, -0.37591, 3.79499], [2.29860, 2.69291, 1.39827], [2.47830, 2.13513, 3.03431], [4.21832, 3.65775, 2.70555], [4.61954, 3.07353, 1.10962], [4.21812, 0.88426, 4.12051], [6.12662, -0.40761, 5.01544], [8.38695, -0.12342, 4.05400], [8.75937, 1.48379, 2.17919], [6.85324, 2.74369, 1.31059], [5.41742, 1.07648, 0.06027], [3.92574, 1.82329, -0.40318], [4.32141, -0.31762, -2.35150], [6.48817, -0.36974, -2.85334], [6.76965, 1.33163, -2.45675], [6.78858, 0.01692, -1.18189], [3.50046, 0.97254, -4.34620], [5.25965, 1.08660, -4.44115], [5.35115, 2.45084, -6.48708], [5.21831, 4.78742, -7.34487], [4.11507, 6.54478, -6.05004], [3.15867, 6.02237, -3.81108], [3.23560, 3.80161, -2.98657], [4.04364, -4.27041, -2.69559], [2.65284, -5.28160, -2.41785], [3.92633, -5.21152, -1.13639], [2.62604, -1.22814, -2.99827], [1.16737, 1.53854, -0.37664], [0.38547, -2.72426, 1.29092], [3.49943, -2.10086, 2.70052], [1.84378, -2.45550, 3.11369], [1.93115, -4.46349, 1.31389], [0.48287, 1.96842, -5.51911], [-0.04368, 1.60544, -6.90461], [0.93880, 0.75143, -7.71116], [2.16450, 1.47788, -8.03700], [3.12390, 2.06453, -8.26668], [1.37983, 2.58966, -5.58203], [-0.26995, 2.52940, -4.96417], [0.72589, 1.07077, -4.94423], [-0.28378, 2.51868, -7.45237], [-0.97552, 1.04746, -6.79258], [0.46207, 0.43407, -8.64084], [1.18428, -0.15734, -7.15752], [-3.14223, -0.34139, 7.96572], [-3.56518, -0.62100, 6.52836], [-2.56095, -1.48534, 5.75937], [-1.28443, -0.80270, 5.56407], [-0.28027, -0.26563, 5.41029], [-2.21795, 0.23847, 8.00465], [-3.91419, 0.23104, 8.47939], [-2.98776, -1.27069, 8.51799], [-3.71950, 0.32567, 6.00546], [-4.52639, -1.13777, 6.54105], [-2.97838, -1.73442, 4.78093], [-2.39477, -2.43037, 6.28051], [6.58214, -6.07304, 3.52920], [6.12438, -7.50916, 3.75469], [6.26007, -7.95891, 5.21205], [7.65534, -8.01702, 5.64550], [8.75005, -8.05685, 5.98731], [7.64645, -5.95711, 3.74165], [6.41682, -5.78296, 2.49140], [6.02705, -5.37986, 4.16473], [6.69072, -8.17681, 3.10250], [5.07530, -7.59430, 3.46231], [5.81658, -8.94989, 5.32622], [5.70144, -7.28620, 5.86587], [-7.46282, -0.39363, 5.01718], [-8.06546, 0.97613, 5.30418], [-7.51501, 2.07713, 4.39322], [-6.09288, 2.32557, 4.62673], [-4.97838, 2.52769, 4.81668], [-6.38873, -0.40433, 5.21304], [-7.92355, -1.14889, 5.65374], [-7.62561, -0.68472, 3.97699], [-7.89252, 1.23451, 6.35117], [-9.14640, 0.91892, 5.16404], [-8.06368, 3.00412, 4.57237], [-7.67756, 1.81350, 3.34612], [-9.70204, 4.79735, 8.43487], [-8.33133, 5.33524, 8.82978], [-7.17651, 4.56765, 8.17947], [-7.09906, 3.18349, 8.64477], [-7.04262, 2.09532, 9.00697], [-9.84263, 3.77160, 8.78048], [-10.48910, 5.40678, 8.87850], [-9.83314, 4.81551, 7.35052], [-8.23137, 5.31128, 9.91646], [-8.26328, 6.38205, 8.52752], [-6.23429, 5.06709, 8.41253], [-7.28062, 4.58334, 7.09233], [-2.35403, 0.89731, -1.85163], [-2.89519, 1.93204, -0.87074], [-4.21638, 1.51289, -0.21975], [-5.30951, 1.42486, -1.18588], [-6.16749, 1.35390, -1.94495], [-3.02924, 0.76215, -2.69960], [-1.39037, 1.21769, -2.24275], [-2.21408, -0.06647, -1.36620], [-3.01762, 2.88904, -1.38241], [-2.15590, 2.08684, -0.07943], [-4.48748, 2.24139, 0.54770], [-4.09628, 0.55203, 0.28522], [-9.26984, 0.75856, -3.06469], [-8.97755, -0.72083, -2.85588], [-9.65014, -1.61991, -3.89766], [-11.10881, -1.59015, -3.79765], [-12.25369, -1.56464, -3.72086], [-10.33381, 0.97614, -2.94915], [-8.72692, 1.35366, -2.33369], [-8.95950, 1.08236, -4.06002], [-9.29030, -1.01471, -1.85126], [-7.89775, -0.87443, -2.91036], [-9.31208, -2.64877, -3.75828], [-9.34562, -1.32123, -4.90257], [2.32649, -1.98494, -10.95146], [1.34189, -2.79553, -11.78507], [-0.06976, -2.80651, -11.19139], [-0.12256, -3.49321, -9.90099], [-0.16160, -4.02272, -8.88315], [2.46132, -2.41971, -9.95905], [3.30175, -1.95989, -11.43733], [1.98256, -0.95489, -10.83196], [1.71329, -3.81628, -11.89335], [1.29188, -2.36910, -12.78868], [-0.74876, -3.30763, -11.88375], [-0.43560, -1.78420, -11.07581]], "orbital_gap_ev": 7.068, "e_homo_ha": -0.394, "e_tot_ha": -8911.548757, "total_charge": 1, "e_lumo_ev": -3.6}